[1]
An isolated molecule of C6H10O. Source: OMol25; level of theory: ωB97M-V/def2-TZVPD.

Geometry (Å):
C (1.46685, -0.58054, 2.07428)
C (0.62455, -0.28712, 1.26112)
C (0.05008, 0.45094, 0.10154)
C (1.33340, 1.24843, -0.30488)
O (-1.03231, 1.28838, 0.48123)
C (-0.51063, -0.44994, -1.01532)
C (-1.73258, -1.30775, -0.65709)
H (2.28215, -0.78564, 2.73195)
H (1.62383, 1.85642, 0.55958)
H (2.13798, 0.52355, -0.46670)
H (1.28116, 1.90521, -1.17732)
H (-0.87283, 1.62356, 1.37240)
H (-0.79318, 0.21855, -1.83844)
H (0.29581, -1.09610, -1.37897)
H (-2.04542, -1.88340, -1.53773)
H (-2.58510, -0.69578, -0.34757)
H (-1.52376, -2.02878, 0.14190)

Properties
ΔE to the lowest compared entry with this formula, charge and spin: 1.8433 eV
E_HOMO: -10.03 eV
charge: 0
SMILES: C#C[C@](C)(O)CC
electronic energy: -8429.39703 eV



[2]
A structure of composition C4H6O2. Source: OMol25; level of theory: ωB97M-V/def2-TZVPD.

Geometry (Å):
C (1.10987, -0.11919, -1.13954)
C (0.13874, 0.57514, -0.18441)
C (-1.14739, -0.20188, 0.23324)
C (-0.48913, -0.23510, 1.57361)
O (-0.95969, -0.41030, 2.65565)
O (0.63221, 0.44865, 1.19884)
H (1.25645, -1.17250, -0.87579)
H (2.10038, 0.35485, -1.10240)
H (0.77545, -0.07052, -2.18209)
H (0.06443, 1.64145, -0.43775)
H (-2.05795, 0.25425, 0.64690)
H (-1.39768, -1.08689, -0.34826)

Properties
ΔE to the lowest compared entry with this formula, charge and spin: 1.0633 eV
E_HOMO: -10.44 eV
charge: 0
electronic energy: -8339.39784 eV



[3]
A cluster of 2 separate species, Br2H4OSi2 in total. Source: OMol25; level of theory: ωB97M-V/def2-TZVPD.

Geometry (Å):
O (0.38824, 0.12037, 0.48451)
Si (-0.59552, 1.30766, 0.13134)
Si (2.56428, -0.24596, -0.79410)
Br (3.19630, -2.12766, -0.04575)
Br (3.65759, 1.25220, 0.33713)
H (-1.07994, 0.92274, -1.17062)
H (-1.72912, 1.47138, 0.99337)
H (0.07470, 2.54869, 0.01782)
H (1.89033, 0.03695, -2.12631)

Properties
ΔE to the lowest compared entry with this formula, charge and spin: 3.7704 eV
E_HOMO: -9.12 eV
charge: 0
electronic energy: -157952.94091 eV



[4]
An isolated molecule of C6H11NOS. Source: OMol25; level of theory: ωB97M-V/def2-TZVPD.

Geometry (Å):
C (-2.60805, 0.18884, -0.47843)
C (-0.00073, -1.24420, -0.72558)
C (1.40742, -0.98460, -0.46140)
C (-0.79055, 0.04481, -0.75816)
C (1.29392, 0.32259, 0.34487)
C (2.35714, 0.91987, 1.11539)
N (0.16452, 0.85441, 0.09952)
O (-3.04376, 1.32005, -0.63716)
S (-2.56480, -0.38413, 1.44812)
H (-0.23963, -1.98144, -1.52396)
H (-0.52645, -1.79545, 0.05430)
H (2.04175, -1.73573, -0.11222)
H (1.82216, -0.74284, -1.48774)
H (-0.52601, 0.59444, -1.68152)
H (-3.10078, -0.68066, -0.92311)
H (2.00412, 1.82098, 1.61276)
H (3.17500, 1.18650, 0.35277)
H (2.89097, 0.25265, 1.77972)
H (-0.12401, 1.83657, 0.26385)
H (-3.63224, 0.20736, 1.71798)

Properties
ΔE to the lowest compared entry with this formula, charge and spin: 3.6131 eV
E_HOMO: -7.26 eV
charge: 0
electronic energy: -20769.73534 eV



[5]
A structure of composition C46H46CdFN3O3P2S2. Source: OMol25; level of theory: ωB97M-V/def2-TZVPD.

Geometry (Å):
Cd (2.50502, 2.22621, -3.34866)
C (2.21172, 6.36309, -1.28785)
C (2.25443, 5.17024, -2.22003)
S (2.39250, 3.62727, -1.34458)
C (2.16430, 5.36047, -3.54963)
C (2.01096, 6.76698, -4.08835)
S (2.13896, 4.12818, -4.83343)
H (2.27512, 6.04687, -0.24817)
H (1.28170, 6.93036, -1.40538)
H (3.03888, 7.05525, -1.47580)
H (1.01508, 7.17346, -3.87055)
H (2.14495, 6.78077, -5.16839)
H (2.73836, 7.45509, -3.64948)
F (-2.52640, -2.36038, -1.28159)
C (-1.21338, -2.60192, -1.48214)
C (-0.45555, -1.67914, -2.13773)
C (0.87850, -1.96585, -2.41470)
C (1.69645, -0.90612, -3.01292)
O (1.20614, 0.21169, -3.14835)
C (3.06520, -1.23996, -3.32836)
C (3.49892, -2.48527, -3.06520)
N (2.74801, -3.45788, -2.42750)
C (3.30635, -4.75944, -2.17376)
C (4.73953, -4.87784, -1.76877)
C (3.65716, -5.15025, -0.76413)
C (1.43725, -3.20001, -2.07702)
C (0.65586, -4.09712, -1.32170)
C (-0.65115, -3.78856, -0.99558)
N (-1.38703, -4.63952, -0.12208)
C (-1.62843, -6.02206, -0.47822)
C (-1.44009, -6.87301, 0.80207)
N (-1.47087, -5.91685, 1.96281)
C (-2.69068, -5.04454, 1.87901)
C (-2.47678, -4.09529, 0.68206)
C (3.80752, 0.00019, -3.81744)
O (3.49962, 0.42194, -4.94122)
O (4.41524, 0.60275, -2.90123)
H (-0.85301, -0.71938, -2.45204)
H (4.51030, -2.78857, -3.29435)
H (2.90971, -5.54180, -2.81225)
H (5.30929, -3.96986, -1.63330)
H (5.29889, -5.70869, -2.17301)
H (3.50425, -4.39823, -0.00131)
H (3.47484, -6.17216, -0.45877)
H (1.09133, -5.01373, -0.94661)
H (-0.92789, -6.34315, -1.24350)
H (-2.64317, -6.16005, -0.87190)
H (-0.48095, -7.38558, 0.83871)
H (-2.24165, -7.59220, 0.95182)
H (-0.67607, -5.28700, 1.81244)
H (-1.37579, -6.38496, 2.85855)
H (-2.80439, -4.51201, 2.82037)
H (-3.53674, -5.71413, 1.73719)
H (-2.20372, -3.10427, 1.03633)
H (-3.41757, -4.01691, 0.13221)
C (-2.38246, 0.95514, -0.09596)
P (-0.68160, 1.59990, -0.60706)
C (0.48855, 1.44756, 0.78981)
C (1.67587, 0.78817, 0.47080)
C (2.66302, 0.58015, 1.42478)
C (2.46981, 1.02684, 2.72363)
C (1.29991, 1.70116, 3.05210)
C (0.32573, 1.91825, 2.08982)
C (-1.02846, 3.38581, -0.79547)
C (-0.90296, 3.88174, -2.09134)
C (-1.08126, 5.23135, -2.36171)
C (-1.40979, 6.10119, -1.33313)
C (-1.55121, 5.61788, -0.03722)
C (-1.35721, 4.27113, 0.22983)
P (-3.20627, 0.48207, 1.48220)
C (-2.05235, -0.69868, 2.28477)
C (-2.35106, -1.20712, 3.55260)
C (-1.54707, -2.16620, 4.15295)
C (-0.42349, -2.65131, 3.49216)
C (-0.12743, -2.17748, 2.21973)
C (-0.94444, -1.22599, 1.62251)
C (-3.18629, 1.97806, 2.53802)
C (-3.97423, 3.03508, 2.07777)
C (-4.06121, 4.22228, 2.78611)
C (-3.38329, 4.36367, 3.98972)
C (-2.61985, 3.31107, 4.47283)
C (-2.52045, 2.12802, 3.75139)
H (-2.51367, 0.02655, -0.66478)
H (-3.07025, 1.65015, -0.58613)
H (1.84359, 0.46554, -0.55169)
H (3.59020, 0.09669, 1.14082)
H (3.23898, 0.87877, 3.47202)
H (1.15110, 2.07444, 4.05885)
H (-0.57035, 2.44955, 2.36781)
H (-0.59080, 3.22345, -2.89289)
H (-0.91815, 5.59619, -3.36841)
H (-1.53573, 7.15845, -1.53457)
H (-1.79548, 6.29481, 0.77359)
H (-1.44993, 3.92866, 1.25259)
H (-3.22502, -0.84374, 4.08241)
H (-1.78740, -2.51945, 5.14861)
H (0.23346, -3.36173, 3.98194)
H (0.76549, -2.50917, 1.69880)
H (-0.67875, -0.86121, 0.64234)
H (-4.51356, 2.93593, 1.14140)
H (-4.65846, 5.03606, 2.39505)
H (-3.44870, 5.29015, 4.54603)
H (-2.08480, 3.41271, 5.40905)
H (-1.89328, 1.33042, 4.12894)

Properties
ΔE to the lowest compared entry with this formula, charge and spin: 0.3942 eV
E_HOMO: -4.87 eV
charge: 0
electronic energy: -106589.28273 eV



[6]
An isolated molecule of C5H7NO. Source: OMol25; level of theory: ωB97M-V/def2-TZVPD.

Geometry (Å):
C (2.00313, -0.82555, -0.75804)
C (0.76178, -0.09196, -0.35607)
C (0.17134, 0.92780, -1.01707)
O (-1.04002, 1.23576, -0.44460)
C (-1.20586, 0.38411, 0.58743)
N (-2.46433, 0.40871, 1.14655)
C (-0.12051, -0.42358, 0.73684)
H (2.83090, -0.68587, -0.05463)
H (2.33717, -0.50551, -1.75008)
H (1.79442, -1.90029, -0.81181)
H (0.43949, 1.51515, -1.88190)
H (-2.93586, 1.29866, 1.14408)
H (-2.60996, -0.16327, 1.95935)
H (0.03832, -1.17415, 1.49996)

Properties
ΔE to the lowest compared entry with this formula, charge and spin: 0.6728 eV
E_HOMO: -7.53 eV
charge: 0
SMILES: Cc1coc(N)c1
electronic energy: -8835.53006 eV